Entry 1:
C3H3N3OS in the gas phase in a non-equilibrium geometry. Source: the Open Molecules 2025 dataset; level of theory: ωB97M-V with the def2-TZVPD basis set.

Summary:
Charge = 0
Gap between HOMO and LUMO = 9.510 eV
Molecular weight = 129.1 g mol⁻¹
Structure (SMILES) = O/N=C\c1cnns1
LUMO = -0.015 Ha
Total energy = -20509.7300 eV

XYZ file:
```
11
Properties=species:S:1:pos:R:3:forces:R:3
O 2.204 -0.854 0.165 -0.226 0.625 -0.145
N 2.453 0.533 -0.090 -0.308 -1.682 0.484
C 1.332 1.134 -0.106 0.344 1.111 -0.359
C -0.020 0.573 0.048 0.412 -0.578 -0.450
C -1.175 1.304 0.116 0.876 -0.581 -0.245
N -2.292 0.578 0.042 -1.490 -0.473 0.553
N -2.135 -0.696 -0.011 0.980 0.405 -0.457
S -0.495 -1.087 -0.088 -0.201 0.945 0.419
H 3.037 -1.320 0.292 0.328 0.540 -0.161
H 1.491 2.218 -0.345 -0.637 -1.011 0.391
H -1.235 2.359 0.212 -0.077 0.700 -0.030
```
Forces are in eV/Å.

Charges computed using Löwdin, reported in e:
1 O -0.15
2 N 0.03
3 C -0.18
4 C -0.46
5 C -0.20
6 N -0.10
7 N -0.32
8 S 1.05
9 H 0.10
10 H 0.14
11 H 0.11


Entry 2:
C3H3N3S2 in the gas phase in a non-equilibrium geometry. Source: the Open Molecules 2025 dataset; level of theory: ωB97M-V with the def2-TZVPD basis set.

Summary:
Charge = 0
Gap between HOMO and LUMO = 6.889 eV
Molecular weight = 145.2 g mol⁻¹
Structure (SMILES) = S=C1N=NN/C1=C\S
LUMO = -0.058 Ha
Total energy = -29298.1076 eV

XYZ file:
```
11
Properties=species:S:1:pos:R:3:forces:R:3
S 2.055 -1.508 0.001 0.029 -0.101 -0.011
C 1.272 -0.091 -0.004 -0.167 0.366 0.016
N 1.887 1.182 -0.007 -0.730 0.789 0.103
N 0.982 2.097 0.008 0.613 -0.962 -0.142
N -0.243 1.560 -0.004 -0.838 0.814 0.098
C -0.170 0.174 0.004 0.190 0.106 -0.108
C -1.156 -0.724 -0.003 -0.631 -0.285 0.046
S -2.853 -0.299 0.001 0.372 0.027 -0.010
H -1.064 2.197 0.003 1.098 -0.921 0.013
H -0.887 -1.778 -0.001 0.012 0.208 -0.003
H -3.336 -1.545 0.004 0.054 -0.040 -0.002
```
Forces are in eV/Å.

Charges computed using Löwdin, reported in e:
1 S 0.71
2 C -0.81
3 N 0.00
4 N 0.02
5 N 0.02
6 C -0.40
7 C -0.44
8 S 0.79
9 H 0.16
10 H 0.07
11 H -0.13


Entry 3:
2 unconnected molecules or ions with the total composition C3H3N4O in a non-equilibrium geometry. Source: the Open Molecules 2025 dataset; level of theory: ωB97M-V with the def2-TZVPD basis set.

Summary:
Charge = +1
Gap between HOMO and LUMO = 7.354 eV
Molecular weight = 111.1 g mol⁻¹
LUMO = -0.199 Ha
Total energy = -11152.9461 eV

XYZ file:
```
11
Properties=species:S:1:pos:R:3:forces:R:3
C 0.449 -0.243 -1.233 -0.032 0.614 -0.063
C 1.544 0.524 2.453 -3.206 -4.086 -1.839
C 0.284 -0.171 2.257 1.462 0.240 0.125
N 2.672 2.317 3.456 -0.509 -0.438 0.520
N 2.019 1.447 3.141 1.916 3.678 0.846
N 0.272 0.819 -1.582 0.762 2.543 -0.417
N -0.499 -1.077 2.511 0.762 -0.143 1.105
O 0.627 0.706 1.248 0.404 0.469 -0.009
H 0.635 -1.252 -0.928 -0.075 -0.341 0.067
H 0.390 1.894 -1.751 -0.627 -2.707 0.321
H -1.160 -1.414 1.854 -0.856 0.170 -0.657
```
Forces are in eV/Å.

Charges computed using Löwdin, reported in e:
1 C 0.25
2 C -0.11
3 C -0.40
4 N 0.31
5 N -0.01
6 N 0.32
7 N 0.21
8 O -0.01
9 H 0.15
10 H 0.24
11 H 0.06


Entry 4:
A gas-phase ion, C3H3N4O (charge +1) in a non-equilibrium geometry. Source: the Open Molecules 2025 dataset; level of theory: ωB97M-V with the def2-TZVPD basis set.

Summary:
Charge = +1
Gap between HOMO and LUMO (alpha / beta) = 6.219 / 6.218 eV
Molecular weight = 111.1 g mol⁻¹
Structure (SMILES) = [H]/N=[N+](\[O-])C1=C=C[NH+]=N1
LUMO (alpha / beta) = -0.326 / -0.326 Ha
Total energy = -11150.9761 eV

XYZ file:
```
11
Properties=species:S:1:pos:R:3:forces:R:3
H 2.174 1.996 1.794 1.035 -0.316 -0.087
N 1.401 1.439 1.469 -1.794 1.343 1.260
N 1.644 0.524 0.691 -1.676 -0.117 -0.754
O 2.649 0.092 0.214 0.541 -0.832 -0.560
C 0.258 0.017 0.207 2.901 -0.136 -0.357
C -1.030 0.327 0.307 0.234 -0.802 -1.024
C -1.925 -0.304 -0.520 -0.577 0.570 0.924
N -1.107 -1.144 -1.135 -0.068 0.899 0.439
N 0.148 -0.908 -0.745 0.764 0.112 1.241
H -2.956 -0.092 -0.573 -1.004 -0.416 -0.440
H -1.255 -1.947 -1.710 -0.355 -0.304 -0.642
```
Forces are in eV/Å.

Charges computed using Löwdin, reported in e:
1 H 0.12
2 N 0.20
3 N -0.34
4 O 0.12
5 C -0.13
6 C 0.35
7 C 0.03
8 N 0.09
9 N 0.23
10 H 0.14
11 H 0.20


Entry 5:
C3H3N5 in the gas phase in a non-equilibrium geometry. Source: the Open Molecules 2025 dataset; level of theory: ωB97M-V with the def2-TZVPD basis set.

Summary:
Charge = 0
Gap between HOMO and LUMO = 9.389 eV
Molecular weight = 109.1 g mol⁻¹
Structure (SMILES) = c1n[nH]c2n[nH]nc12
LUMO = 0.014 Ha
Total energy = -10606.3013 eV

XYZ file:
```
11
Properties=species:S:1:pos:R:3:forces:R:3
C 1.328 1.155 0.027 -0.225 -3.246 -0.339
N 2.020 -0.055 -0.025 0.910 4.128 1.165
N 1.205 -1.096 -0.075 0.364 2.421 -0.281
C -0.010 -0.600 -0.161 -6.602 -2.294 0.166
N -1.328 -1.229 0.055 2.904 4.212 -1.276
N -2.044 -0.089 -0.017 -1.481 1.134 0.999
N -1.480 1.179 -0.125 1.737 -3.706 0.120
C -0.112 0.801 -0.241 0.399 -0.435 1.868
H 1.861 2.010 0.497 -0.626 -0.557 -1.246
H 1.651 -1.952 -0.198 0.059 -1.725 -0.193
H -3.091 -0.124 0.263 2.561 0.069 -0.983
```
Forces are in eV/Å.

Charges computed using Löwdin, reported in e:
1 C -0.04
2 N 0.00
3 N 0.03
4 C -0.30
5 N 0.12
6 N -0.15
7 N 0.10
8 C -0.19
9 H 0.10
10 H 0.14
11 H 0.19


Entry 6:
C3H3N5 in the gas phase in a non-equilibrium geometry. Source: the Open Molecules 2025 dataset; level of theory: ωB97M-V with the def2-TZVPD basis set.

Summary:
Charge = 0
Gap between HOMO and LUMO = 8.410 eV
Molecular weight = 109.1 g mol⁻¹
Structure (SMILES) = [H]/N=c1/cnnncn1
LUMO = -0.043 Ha
Total energy = -10603.1802 eV

XYZ file:
```
11
Properties=species:S:1:pos:R:3:forces:R:3
H 2.484 -0.979 -0.551 0.859 3.562 -0.138
N 2.399 0.185 -0.472 -6.364 -5.203 1.237
C 1.046 0.068 -0.195 2.909 0.823 -1.738
C 0.224 1.346 0.182 9.573 -3.333 1.125
N -0.919 1.536 0.067 -10.643 0.149 -0.617
N -2.007 0.728 -0.535 -0.321 0.334 -1.293
N -2.229 -0.501 -0.435 4.952 1.929 2.549
C -0.940 -1.187 0.255 -1.017 -1.640 -1.497
N 0.299 -1.208 -0.043 1.204 3.732 0.939
H 0.783 2.036 0.833 0.150 0.139 -0.633
H -1.141 -2.025 0.893 -1.302 -0.494 0.066
```
Forces are in eV/Å.

Charges computed using Löwdin, reported in e:
1 H 0.11
2 N 0.09
3 C -0.32
4 C -0.17
5 N 0.06
6 N -0.02
7 N 0.09
8 C -0.12
9 N 0.08
10 H 0.12
11 H 0.09


In the order shown, the computed energy above the lowest of the compared OMol25 structures with the same formula, charge and spin values come out to 84.15 38.07 88.58 134.01 59.17 131.15 kcal per mole.